(1)
# C5H15MnO5

A structure of composition C5H15MnO5 (ωB97M-V with the def2-TZVPD basis set, the Open Molecules 2025 dataset).

Element x y z (Å)
Mn -3.32408 -0.97973 -0.56941
C 0.28552 0.62242 0.05731
C -1.10135 0.24772 -0.39635
O -1.28435 -0.62705 -1.31310
O -2.08578 0.50253 0.36758
H 0.28061 1.10226 1.02830
H 0.72450 1.23231 -0.73676
H 0.91447 -0.26210 0.09945
C 0.48438 -3.25328 0.12992
O -0.33148 -3.27897 1.30617
H 0.49422 -2.26050 -0.32437
H 1.50149 -3.37760 0.48420
H 0.07252 -3.94915 -0.59527
H -1.23852 -2.98850 1.21190
C -3.67592 3.55926 0.55237
O -2.26718 3.41585 0.30419
H -4.18473 2.58570 0.52403
H -3.76193 3.87431 1.59390
H -4.11878 4.22503 -0.17824
H -2.06049 2.47895 0.38905
C 3.72545 -0.47070 -0.58345
O 5.06879 -0.06063 -0.90049
H 3.53880 -1.51126 -0.83975
H 3.55696 -0.23495 0.47200
H 3.13528 0.23303 -1.17578
H 5.65159 -0.82496 -0.90740

Atoms 1-3, force components in eV/Å:
Mn 2.41 1.54 -0.09
C -0.18 0.48 -1.07
C 0.80 -2.40 1.09

As for the spin multiplicity: 6. Its HOMO energy (spin up / spin down) is -12.5 / -12.5 eV. The total energy comes out at -1726.3345 hartree. Its expectation value of S² is 8.75. The value obtained for the HOMO-LUMO gap (spin up / spin down) is 0.1795 / 0.1787 Eh. Its net charge is +1. The value obtained for the lowest unoccupied orbital energy (spin up / spin down) is -7.60 / -7.62 eV.

---

(2)
# C7H17NSi

A cluster of 2 separate species, C7H17NSi in total (ωB97M-V with the def2-TZVPD basis set, the Open Molecules 2025 dataset).

Element x y z (Å)
C -0.18105 -1.84944 2.18884
Si 0.59345 -1.21395 0.74870
C 1.15086 -2.14330 -0.86736
C 0.90268 0.64962 0.23125
C 1.05024 1.50798 1.59728
C 2.23513 1.03552 -0.48306
C -0.24393 1.12998 -0.76123
H -0.58486 -1.20889 2.94735
H -0.15940 -2.89825 2.42828
H 2.26587 -2.16214 -0.87587
H 0.79222 -3.20383 -0.79625
H 0.80494 -1.58705 -1.81786
H 1.91607 1.18055 2.22233
H 1.29592 2.58796 1.40654
H 0.12607 1.42330 2.09111
H 2.12959 0.91695 -1.59494
H 3.21660 0.46994 -0.27774
H 2.32944 2.18050 -0.31240
H -1.24298 1.16225 -0.25464
H 0.20765 2.03693 -1.31102
H -0.35700 0.41143 -1.52005
C -3.51767 -0.47616 -0.88598
N -3.52945 0.75142 -1.16221
H -4.19714 -1.20032 -1.16687
H -2.61385 -0.71891 -0.31763
H -4.38943 1.21789 -1.45656

Atoms 1-3, force components in eV/Å:
C 1.04 0.66 -1.76
Si 0.12 0.44 -0.88
C -0.21 -0.15 0.36

As for the spin multiplicity: 1. Its HOMO energy is -8.1 eV. Its relative energy (zero: lowest compared OMol25 entry of this formula, charge and spin) is 97.6 kcal per mole. The total energy comes out at -621.0197 hartree. Its SMILES is C=[Si](C)C(C)(C)C.C=N. The value obtained for the HOMO-LUMO gap is 0.3221 Eh. The value obtained for the lowest unoccupied orbital energy is 0.67 eV.

---

(3)
# C4H10N3

The ion C4H10N3 with charge +1 (ωB97M-V with the def2-TZVPD basis set, the Open Molecules 2025 dataset).

Element x y z (Å)
C 0.38835 -2.06041 0.22524
C -0.32085 -0.82099 0.17927
N -1.55335 -0.76324 -0.12242
C -2.10900 0.47931 -0.00676
N -0.67205 1.38438 0.23290
N 0.33941 0.40183 0.31445
C 1.91781 0.67065 -0.51023
H -0.06461 -2.99782 0.49100
H 1.17640 -1.84370 0.97032
H 1.06449 -2.09906 -0.75767
H -2.71614 0.75083 -0.91830
H -2.70585 0.86970 0.79856
H -0.58690 2.07164 -0.50964
H -0.72104 1.85019 1.16998
H 2.39088 -0.33095 -0.40360
H 1.64561 1.20998 -1.39453
H 2.52685 1.22767 0.24144

Atoms 1-3, force components in eV/Å:
C 4.73 0.07 -1.13
C -1.52 0.33 -1.44
N -1.15 -0.60 1.39

As for the spin multiplicity: 1. Its HOMO energy is -13.8 eV. Its relative energy (zero: lowest compared OMol25 entry of this formula, charge and spin) is 93.9 kcal per mole. The total energy comes out at -322.3109 hartree. Its SMILES is CC1=NC[NH2+]N1C. The value obtained for the HOMO-LUMO gap is 0.3832 Eh. Its net charge is +1. The value obtained for the lowest unoccupied orbital energy is -3.40 eV.

---

(4)
# C15H46N4O8

A cluster of 8 separate species, C15H46N4O8 in total (ωB97M-V with the def2-TZVPD basis set, the Open Molecules 2025 dataset).

Element x y z (Å)
N -3.40253 -1.88804 -1.35921
C -3.34888 -2.03624 -2.69058
N -3.85111 -1.14412 -3.38009
O -2.84520 -2.97821 -3.29887
H -3.67018 -0.94207 -1.12769
H -2.93645 -2.39870 -0.62294
H -4.18178 -0.30910 -2.91802
H -3.89490 -1.34868 -4.36819
N 0.08709 3.30287 1.59816
C -0.71521 3.60284 2.58684
N -0.11186 4.26864 3.54360
O -1.93813 3.38824 2.63105
H -0.36663 2.88292 0.79948
H 1.09122 3.29087 1.70620
H -0.69064 4.57553 4.31232
H 0.89224 4.36513 3.49287
C 1.19256 0.73796 -1.00433
C -0.30725 0.38686 -0.89318
C -0.51149 -0.64471 0.15083
O -1.04032 1.47519 -0.75417
H 1.47730 1.32199 -1.87950
H 1.87058 -0.10308 -1.14944
H 1.66562 1.21101 -0.14378
H -0.53669 -0.12378 -1.82844
H -0.13619 -0.19898 1.07201
H 0.06085 -1.57035 0.08993
H -1.55518 -0.89405 0.34225
H -1.95516 1.18531 -0.72887
C -5.53050 -1.98718 2.31039
C -4.07306 -1.56166 2.67045
O -4.01773 -0.18820 2.59170
H -5.66150 -1.65194 1.28153
H -6.08471 -1.32390 2.97448
H -5.66953 -3.06578 2.38387
H -3.26200 -2.05382 2.13374
H -3.86777 -1.69938 3.73205
H -4.54303 0.06461 3.35442
C 2.86660 -2.65067 0.60716
C 2.85765 -4.17931 0.87785
O 3.77823 -4.77532 -0.13033
H 2.54180 -2.48388 -0.41987
H 3.92022 -2.37688 0.66202
H 2.17711 -2.12550 1.26814
H 1.89844 -4.69106 0.79962
H 3.19280 -4.34485 1.90174
H 3.85115 -5.70785 0.08570
C -3.96521 2.78534 -1.57941
C -4.20296 2.09135 -0.17811
O -4.21509 0.69569 -0.24113
H -3.89936 3.87230 -1.53163
H -4.86863 2.61240 -2.16424
H -3.09665 2.47211 -2.15872
H -5.13760 2.43928 0.26176
H -3.40340 2.46535 0.46135
H -4.28497 0.38772 0.66544
C 4.86835 -0.65610 -2.32398
C 4.47878 -2.08642 -2.82494
O 3.01752 -2.19121 -2.80705
H 4.25345 0.19057 -2.62918
H 5.89414 -0.43217 -2.61675
H 4.76161 -0.72847 -1.24163
H 4.80210 -2.89557 -2.17008
H 5.03709 -2.36276 -3.71938
H 2.83931 -2.95036 -3.36700
C 4.36972 2.75667 -0.08143
C 4.82659 1.90976 1.09022
O 4.93774 2.85512 2.13850
H 3.61598 3.46799 0.25621
H 4.00942 2.22766 -0.96372
H 5.23038 3.40015 -0.26390
H 5.65721 1.28790 0.75635
H 4.01668 1.27252 1.44529
H 5.74211 2.50020 2.52401

Atoms 1-3, force components in eV/Å:
N -0.56 1.16 1.72
C 3.93 -6.70 2.01
N -3.68 6.59 -3.55

As for the spin multiplicity: 1. Its HOMO energy is -9.0 eV. Its relative energy (zero: lowest compared OMol25 entry of this formula, charge and spin) is 79.5 kcal per mole. The total energy comes out at -1419.9727 hartree. Its SMILES is NC(N)=O.NC(N)=O.CC(C)O.CCO.CCO.CCO.CCO.CCO. The value obtained for the HOMO-LUMO gap is 0.3522 Eh. The value obtained for the lowest unoccupied orbital energy is 0.58 eV.

---

(5)
# C5H5N3

The molecule C5H5N3 (ωB97M-V with the def2-TZVPD basis set, the Open Molecules 2025 dataset).

Element x y z (Å)
C 2.19510 -0.30347 0.00492
N 1.36455 -1.31695 -0.11395
C 0.08187 -0.78811 0.02225
N -1.21836 -1.23257 0.17092
C -1.96268 -0.06364 0.02471
C -1.22686 1.06685 -0.09740
C 0.10624 0.56471 0.01139
N 1.53448 0.89269 0.11254
H 3.27293 -0.36772 -0.03460
H -1.50080 -2.12668 -0.13053
H -3.01676 -0.19689 -0.01591
H -1.54141 2.08346 -0.20326
H 1.91170 1.78832 0.24892

Atoms 1-3, force components in eV/Å:
C -1.56 0.00 -0.27
N -0.15 -0.70 0.94
C 1.95 -0.43 -0.13

As for the spin multiplicity: 1. Its HOMO energy is -7.9 eV. Its relative energy (zero: lowest compared OMol25 entry of this formula, charge and spin) is 0.6 kcal per mole. The total energy comes out at -357.7717 hartree. Its SMILES is c1nc2[nH]ccc2[nH]1. The value obtained for the HOMO-LUMO gap is 0.3286 Eh. The value obtained for the lowest unoccupied orbital energy is 1.05 eV.

---

(6)
# C5H22O6

A cluster of 6 separate species, C5H22O6 in total (ωB97M-V with the def2-TZVPD basis set, the Open Molecules 2025 dataset).

Element x y z (Å)
C 1.74561 0.45525 5.18403
O 1.86459 0.31098 3.78694
H 0.77634 0.25569 5.64098
H 2.32749 -0.36845 5.59760
H 2.10183 1.38704 5.62330
H 1.71005 -0.61628 3.59221
C -1.49059 3.48049 -0.86017
O -0.80738 3.09170 0.29744
H -2.35594 2.83622 -1.01569
H -1.73591 4.54201 -0.82722
H -0.90059 3.32393 -1.76321
H -0.58190 2.15859 0.28905
C -0.60672 1.14667 -4.29760
O 0.49511 0.84760 -3.47551
H -0.96544 0.32434 -4.91663
H -1.41937 1.53812 -3.68566
H -0.24230 1.92505 -4.96800
H 0.18061 0.31791 -2.73922
C -0.78231 -2.25174 -2.61873
O -1.02136 -1.41827 -1.57773
H -1.04499 -1.84877 -3.59684
H 0.20487 -2.71207 -2.65970
H -1.50542 -3.06710 -2.63871
H -1.75320 -0.84233 -1.81078
C 0.43236 -2.63369 1.64916
O 1.35533 -2.06210 2.61090
H -0.31526 -3.24299 2.15701
H -0.17726 -1.86113 1.18052
H 0.80118 -3.26755 0.84275
H 1.94440 -2.68507 3.04277
O 0.36048 0.62489 0.60134
H 0.82862 0.36395 1.39442
H 0.57704 -0.05273 -0.03910

Atoms 1-3, force components in eV/Å:
C 0.47 -1.33 1.14
O -0.46 1.21 -0.18
H -0.66 0.28 -0.62

As for the spin multiplicity: 2. Its HOMO energy (spin up / spin down) is -12.3 / -12.2 eV. Its relative energy (zero: lowest compared OMol25 entry of this formula, charge and spin) is 28.4 kcal per mole. The total energy comes out at -654.6659 hartree. Its expectation value of S² is 0.75. The value obtained for the HOMO-LUMO gap (spin up / spin down) is 0.3336 / 0.0898 Eh. Its net charge is +1. The value obtained for the lowest unoccupied orbital energy (spin up / spin down) is -3.24 / -9.80 eV.

---

(7)
# C13H19N2O

The ion C13H19N2O with charge +1 (ωB97M-V with the def2-TZVPD basis set, the Open Molecules 2025 dataset).

Element x y z (Å)
C -4.08406 -1.26954 0.24208
N -2.69424 -0.74222 -0.31798
C -1.66712 -1.14730 0.55086
C -0.45170 -0.68352 0.05579
N -0.56186 0.69998 -0.00112
C 0.22390 1.82152 0.37509
O -0.10780 2.98582 0.25906
C 1.43013 1.28384 1.35249
C 2.34933 0.72502 0.60803
C 2.72070 1.05389 -0.76631
C 3.79230 0.05616 -1.48634
C 4.33187 -0.83079 -0.79941
C 3.89484 -1.36749 0.28615
C 2.88487 -0.66669 1.24813
C -1.61377 1.28209 -0.86358
C -2.88759 0.91644 -0.71886
H -4.90091 -0.96156 -0.51367
H -4.39110 -0.98398 1.11496
H -4.12098 -2.42070 0.23949
H -2.48943 -1.04057 -1.26793
H -1.88025 -0.84886 1.40610
H -1.72531 -2.22641 0.55051
H -0.16439 -1.11406 -0.89338
H 0.43114 -0.75230 0.62206
H 0.89279 0.85543 2.36879
H 1.85994 2.34686 1.81181
H 2.36965 1.86464 -1.16596
H 4.06222 0.63344 -2.22546
H 5.15790 -1.36814 -1.45049
H 4.29436 -2.29851 0.92489
H 2.69015 -1.13331 2.15791
H -1.50421 2.48650 -1.11449
H -1.46812 0.79630 -1.93434
H -2.98021 1.21670 0.49272
H -3.69306 0.83134 -1.14760

Atoms 1-3, force components in eV/Å:
C 0.81 -3.18 -8.26
N -5.28 1.19 -0.98
C -0.03 -5.13 -4.78

As for the spin multiplicity: 1. Its HOMO energy is -11.4 eV. Its relative energy (zero: lowest compared OMol25 entry of this formula, charge and spin) is 254.8 kcal per mole. The total energy comes out at -690.8288 hartree. Its SMILES is C[NH+]1CCN(C(=O)Cc2ccccc2)CC1. The value obtained for the HOMO-LUMO gap is 0.3137 Eh. Its net charge is +1. The value obtained for the lowest unoccupied orbital energy is -2.83 eV.

---

(8)
# C22H29B2BrF5KN6O4Si

A structure of composition C22H29B2BrF5KN6O4Si (ωB97M-V with the def2-TZVPD basis set, the Open Molecules 2025 dataset).

Element x y z (Å)
K -0.11450 0.04198 0.10956
C 1.88802 -2.53675 4.01543
C 1.36633 -2.10193 2.68866
N 0.78297 -0.96317 2.44407
O 0.66832 -0.13069 3.46324
B 0.42185 1.31248 2.99634
F 0.18596 2.06356 4.11000
F -0.67211 1.32906 2.09508
O 1.64017 1.84786 2.34159
N 2.06658 0.97755 1.38236
C 3.12002 1.29182 0.74177
C 3.89322 2.55584 0.93069
C 3.58416 0.21936 -0.20475
N 2.75978 -0.72801 -0.45857
O 3.36741 -1.74876 -1.15619
B 2.52982 -2.82062 -1.64545
F 3.16838 -4.02804 -1.49718
F 2.02401 -2.61820 -2.89969
O 1.16330 -2.91117 -0.77523
N 0.99272 -2.41783 0.39238
C 1.53522 -2.89627 1.49043
C 2.21967 -4.21805 1.52093
C 4.98553 0.22767 -0.72780
H 1.74653 -1.74023 4.73973
H 2.95100 -2.77945 3.96437
H 1.36547 -3.42845 4.36797
H 3.30026 3.26873 1.49706
H 4.16008 2.98939 -0.03527
H 4.82631 2.37586 1.46909
H 2.18349 -4.71982 0.56063
H 1.79473 -4.84564 2.30503
H 3.26827 -4.04383 1.78115
H 5.51922 1.12597 -0.42902
H 4.98132 0.15166 -1.81567
H 5.52730 -0.64660 -0.36390
C -3.04246 -1.01747 2.05524
Si -3.91720 -0.66098 0.45836
C -5.01349 -2.11480 0.04762
C -4.88036 0.92851 0.55530
N -2.64308 -0.46431 -0.76577
C -2.73843 -0.42904 -2.07699
C -3.96095 -0.40701 -2.83267
C -3.97232 -0.37763 -4.20231
C -2.76886 -0.37566 -4.91943
C -1.54718 -0.39266 -4.25536
C -1.54770 -0.40889 -2.88553
F -0.36721 -0.43212 -2.25528
H -3.73670 -1.44719 2.78115
H -2.59733 -0.11935 2.48664
H -2.23724 -1.74302 1.90779
H -5.76121 -2.21279 0.84014
H -4.44111 -3.04422 0.02170
H -5.54490 -2.02665 -0.89996
H -5.65046 0.86644 1.32852
H -5.37531 1.17747 -0.38566
H -4.22445 1.76120 0.81942
H -4.89300 -0.40098 -2.28412
H -4.91413 -0.35823 -4.73383
H -2.78620 -0.36118 -6.00102
H -0.60282 -0.40126 -4.78139
Br 1.13916 6.85974 -0.06315
C 0.64032 5.11536 -0.56883
C 1.52476 4.32761 -1.28493
C 1.11842 3.04570 -1.61713
N -0.07065 2.53831 -1.29716
C -0.90437 3.32276 -0.61583
C -0.60160 4.61710 -0.22286
H 2.50029 4.69222 -1.57221
H 1.78905 2.39226 -2.16625
H -1.86451 2.88924 -0.35672
H -1.30755 5.20624 0.34371

Atoms 1-3, force components in eV/Å:
K 0.12 0.04 -0.14
C 0.04 -0.06 0.11
C -0.06 0.30 -0.26

As for the spin multiplicity: 1. Its HOMO energy (spin up / spin down) is -8.5 / -8.5 eV. Its relative energy (zero: lowest compared OMol25 entry of this formula, charge and spin) is 5.7 kcal per mole. The total energy comes out at -5497.9083 hartree. The value obtained for the HOMO-LUMO gap (spin up / spin down) is 0.2406 / 0.2244 Eh. The value obtained for the lowest unoccupied orbital energy (spin up / spin down) is -1.91 / -2.39 eV.